C20H18O5 | ωB97M-V with the def2-TZVPD basis set

XYZ file:
```
43
C20H18O5 | the Open Molecules 2025 dataset | ωB97M-V with the def2-TZVPD basis set
C -1.7752 5.9973 3.3766
O -1.2276 4.7831 2.8792
C -0.7721 4.6908 1.5986
C -0.3474 3.3969 1.3098
C -0.0293 2.9932 -0.0572
C 0.1631 1.6366 -0.3260
O 0.4643 0.7591 0.7136
C 0.7793 -0.4787 0.1436
C 1.2029 -1.5190 0.9901
C 1.3280 -1.2492 2.4584
C 1.9442 -2.1682 3.2715
C 2.3371 -3.4756 2.8227
O 2.8545 -4.2398 3.6469
C 2.0661 -3.8640 1.3977
O 2.2557 -5.1104 0.8082
C 2.4068 -6.2173 1.7201
C 1.5206 -2.9194 0.5456
C 0.6246 -0.3161 -1.3126
C 0.9801 -1.3680 -2.3596
C 0.2095 0.9384 -1.5838
C -0.1767 1.4761 -2.9039
C -0.0033 4.0902 -1.0724
C -0.3113 5.4010 -0.7343
C -0.7329 5.7679 0.5545
O -1.1027 6.9057 0.7362
H -2.2017 5.8368 4.3661
H -0.9953 6.7891 3.4706
H -2.6022 6.3275 2.7930
H -0.3784 2.6746 2.0692
H 1.0076 -0.2776 2.8606
H 2.0756 -1.9836 4.3290
H 1.6934 -6.2132 2.5333
H 3.4261 -6.1945 2.1182
H 2.2572 -7.1187 1.1064
H 1.2604 -3.2334 -0.4375
H 0.1399 -2.0725 -2.3675
H 1.1353 -0.8947 -3.3503
H 1.9064 -1.8799 -2.1560
H -0.3786 0.7174 -3.6420
H 0.6263 2.1344 -3.2072
H -1.0676 2.0975 -2.7722
H 0.3234 3.9448 -2.0992
H -0.1312 6.1901 -1.4832
```

Values from the calculation:
**SMILES**: COC1=C/C(=c2\o/c(=C3\C=CC(=O)C(OC)=C3)c(C)c2C)C=CC1=O
**2S+1**: 1
**Energy**: -31265.5924 eV
**Net charge**: 0